Record 1
One molecule with the formula C20H25N3OS, computed with ωB97M-V/def2-TZVPD.

Output
Max |F| in eV/Å: 0.65
Energy relative to the best compared isomer or geometry (same formula, charge and spin) in eV: 1.310
SMILES string: CCc1cccc(NC(=S)Nc2ccc(CN3CCOCC3)cc2)c1
E_HOMO in eV: -8.0
Calculated total energy in eV: -38499.2986
M in g/mol: 355.51

ORCA input file:
```
! RIJCOSX wB97M-V def2-TZVPD def2/J DEFGRID3
* xyz 0 1
C -1.2640 -2.7459 1.9246
C 0.0058 -1.9049 1.8776
C 0.6712 -1.8256 0.5291
C 0.0424 -2.2048 -0.6497
C 0.7188 -2.1343 -1.8572
C 2.0146 -1.6614 -1.9152
C 2.6425 -1.2419 -0.7461
N 3.9549 -0.7489 -0.8151
C 4.5462 0.1711 -0.0126
S 6.1919 0.2036 0.1432
N 3.7837 1.0691 0.6660
C 2.4976 1.5213 0.3522
C 1.6629 1.9607 1.3756
C 0.3825 2.3940 1.0912
C -0.0962 2.4049 -0.2140
C -1.5273 2.7726 -0.5159
N -2.4552 1.6485 -0.4694
C -2.6029 1.0668 0.8516
C -3.7309 0.0360 0.8079
O -3.4564 -0.9786 -0.1304
C -3.2895 -0.4221 -1.4137
C -2.1561 0.6041 -1.4333
C 0.7602 2.0051 -1.2335
C 2.0438 1.5774 -0.9629
C 1.9740 -1.3475 0.4665
H -1.6336 -2.7937 2.9469
H -1.0606 -3.7601 1.5880
H -2.0442 -2.3185 1.3003
H 0.7307 -2.3062 2.5918
H -0.2235 -0.8842 2.2043
H -0.9725 -2.5663 -0.6329
H 0.2253 -2.4489 -2.7650
H 2.5410 -1.6074 -2.8566
H 4.5950 -1.2379 -1.4264
H 4.2799 1.5659 1.3936
H 2.0212 1.9544 2.3949
H -0.2533 2.7322 1.8969
H -1.5977 3.2016 -1.5195
H -1.8870 3.5137 0.2032
H -2.8604 1.8569 1.5603
H -1.6772 0.5693 1.1865
H -3.8429 -0.4579 1.7747
H -4.6712 0.5416 0.5430
H -3.0673 -1.2538 -2.0844
H -4.2243 0.0644 -1.7296
H -2.0907 1.0506 -2.4277
H -1.2054 0.0914 -1.2068
H 0.4227 2.0422 -2.2589
H 2.7010 1.3010 -1.7722
H 2.4802 -1.0699 1.3794
*
```

Results of the natural (NBO) charge analysis, in e, for atoms 1 through 6: atom 1 (C): -0.619, atom 2 (C): -0.440, atom 3 (C): 0.103, atom 4 (C): -0.277, atom 5 (C): -0.182, atom 6 (C): -0.267

Record 2
One molecule with the formula C6H5N3O in a non-equilibrium geometry, computed with ωB97M-V/def2-TZVPD.

Output
Max |F| in eV/Å: 3.82
Energy relative to the best compared isomer or geometry (same formula, charge and spin) in eV: 0.069
SMILES string: O=c1nc[nH]c2cc[nH]c12
E_HOMO in eV: -8.9
Calculated total energy in eV: -12820.4783
M in g/mol: 135.13

ORCA input file:
```
! RIJCOSX wB97M-V def2-TZVPD def2/J DEFGRID3
* xyz 0 1
O -0.5496 2.8246 -0.5659
C -0.5083 1.8032 0.0289
N -0.4989 1.8351 1.4090
C -0.2777 0.7939 2.0875
N -0.3484 -0.5355 1.6935
C -0.0808 -0.6264 0.2360
C 0.2623 -1.7030 -0.6012
C 0.4629 -1.1586 -1.8255
N 0.2945 0.1976 -1.7604
C -0.1123 0.5077 -0.4944
H -0.2405 0.8159 3.1648
H 0.0876 -1.2113 2.2972
H 0.3841 -2.7961 -0.4172
H 0.7393 -1.6279 -2.7319
H 0.3859 0.8808 -2.5204
*
```

Results of the natural (NBO) charge analysis, in e, for atoms 1 through 6: atom 1 (O): -0.552, atom 2 (C): 0.619, atom 3 (N): -0.515, atom 4 (C): 0.320, atom 5 (N): -0.566, atom 6 (C): 0.116

Record 3
A 2-piece molecular cluster, C23H24FNO5S2 overall in a non-equilibrium geometry, computed with ωB97M-V/def2-TZVPD.

Output
Max |F| in eV/Å: 3.27
E_HOMO in eV: -6.4
Calculated total energy in eV: -60351.0402
M in g/mol: 477.58

ORCA input file:
```
! RIJCOSX wB97M-V def2-TZVPD def2/J DEFGRID3
* xyz 0 1
C 5.6061 -2.4175 2.7718
O 4.9499 -1.1602 3.0528
C 3.6169 -1.0632 2.8130
C 2.9862 0.1808 3.0827
C 1.6365 0.3322 2.8639
C 0.8456 -0.7681 2.4431
C -0.5838 -0.6328 2.3786
N -1.4231 -1.5251 2.8700
C -2.8608 -1.3523 2.6580
C -1.0067 -2.6671 3.6926
C 1.4902 -1.9879 2.1300
C 2.8480 -2.1433 2.3136
H 6.6476 -2.2287 3.0228
H 5.2046 -3.2251 3.3973
H 5.5143 -2.6891 1.7123
H 3.6010 0.9939 3.4636
H 1.1413 1.2866 3.0513
H -1.0099 0.3067 1.9989
H -3.3708 -2.1968 3.1269
H -3.2009 -0.4119 3.1151
H -3.0775 -1.3251 1.5801
H -1.9172 -3.1107 4.1056
H -0.4922 -3.4315 3.0956
H -0.3538 -2.3606 4.5222
H 0.9114 -2.8182 1.7260
H 3.3274 -3.0947 2.0733
F 0.5828 0.7961 -1.3580
C -0.6694 0.9735 -0.9199
S -0.9088 2.5744 -0.1164
C -1.1353 3.8247 -1.4008
C -2.4228 4.2656 -1.7218
C -2.5934 5.1857 -2.7591
C -1.4943 5.6672 -3.4718
C -0.2146 5.2169 -3.1416
C -0.0241 4.3070 -2.0990
O -2.1651 2.5031 0.6036
O 0.3411 2.8508 0.5634
S -1.9410 0.4696 -2.0494
C -1.2378 -1.0104 -2.7681
C -0.4320 -0.9419 -3.9103
C 0.1281 -2.1210 -4.4096
C -0.1086 -3.3415 -3.7711
C -0.8894 -3.3845 -2.6132
C -1.4541 -2.2159 -2.1016
O -3.0998 0.0763 -1.2720
O -2.0563 1.4014 -3.1562
H -3.2794 3.8739 -1.1717
H -3.6001 5.5072 -3.0164
H -1.6347 6.3782 -4.2881
H 0.6514 5.5611 -3.7015
H 0.9718 3.9478 -1.8353
H -0.2594 0.0184 -4.3988
H 0.7462 -2.0729 -5.3048
H 0.3201 -4.2610 -4.1719
H -1.0786 -4.3227 -2.0963
H -2.0727 -2.2175 -1.2036
*
```

Results of the natural (NBO) charge analysis, in e, for atoms 1 through 6: atom 1 (C): -0.260, atom 2 (O): -0.478, atom 3 (C): 0.355, atom 4 (C): -0.254, atom 5 (C): -0.110, atom 6 (C): -0.210

Record 4
C16H48BeN2O22 as an isolated structure in a non-equilibrium geometry, computed with ωB97M-V/def2-TZVPD.

Output
Max |F| in eV/Å: 7.03
Energy relative to the best compared isomer or geometry (same formula, charge and spin) in eV: 2.511
E_HOMO in eV: -7.5
Calculated total energy in eV: -65779.0776
M in g/mol: 629.56

ORCA input file:
```
! RIJCOSX wB97M-V def2-TZVPD def2/J DEFGRID3
* xyz 0 1
Be -0.8303 -0.1572 0.0653
N -2.7066 0.1737 3.0559
O -2.0877 0.8169 2.2384
O -2.2333 -0.6065 3.8615
O -3.8807 0.1703 2.9830
N 1.2483 -1.7550 2.6578
O 2.4355 -2.1604 2.8801
O 0.3158 -2.2021 3.2695
O 0.9636 -0.8650 1.9009
C -2.7725 -2.0024 -1.9883
C -3.6472 -2.0568 -0.7174
O -2.7198 -1.8805 0.3864
O -2.3506 -0.6160 -2.1108
H -3.5623 -2.2029 -2.7123
H -2.0432 -2.8122 -1.9636
H -4.1236 -3.0365 -0.6806
H -4.2909 -1.1817 -0.6285
H -3.1794 -2.3825 1.0634
H -2.5370 -0.4353 -3.0350
C -7.0389 1.2502 -1.3997
C -6.1757 1.9438 -0.3223
O -4.8986 1.3956 -0.1994
O -7.6760 0.0982 -1.0227
H -6.3576 0.8840 -2.1677
H -7.6087 2.0380 -1.8925
H -6.7072 2.0213 0.6262
H -6.1043 2.9598 -0.7106
H -4.7595 0.7993 0.5399
H -6.8885 -0.4445 -0.9402
C -0.6136 -6.2931 -0.9850
C -0.7782 -5.3881 0.2603
O 0.3447 -4.7402 0.7565
O -0.1000 -5.6549 -2.1024
H -1.4716 -6.8123 -1.4122
H 0.0564 -7.1018 -0.6930
H -1.1330 -6.1200 0.9859
H -1.5329 -4.6373 0.0261
H 0.7048 -5.3747 1.3805
H 0.7823 -5.2854 -2.0209
C 1.1916 -2.4691 -1.4541
C 1.9014 -1.1872 -1.7763
O 0.9065 -0.0957 -1.8483
O 0.4325 -2.3578 -0.3493
H 2.0406 -3.1224 -1.2528
H 0.5854 -3.0043 -2.1850
H 2.5020 -1.2042 -2.6858
H 2.6681 -0.9280 -1.0463
H 1.3060 0.6131 -2.3578
H 0.2758 -3.2634 -0.0717
C 5.3439 -0.7228 1.7405
C 6.7355 -0.2619 1.2552
O 6.7034 0.3188 0.0103
O 4.3112 0.0351 1.3232
H 5.3802 -0.8205 2.8256
H 5.2306 -1.6846 1.2403
H 7.3377 -1.1655 1.3496
H 7.2354 0.4390 1.9236
H 5.8011 0.4595 -0.2858
H 3.5090 -0.2888 1.7392
C 1.3096 4.3329 3.6932
C 0.0600 3.3870 3.6604
O -0.4591 3.1769 4.9758
O 2.4683 3.9440 4.4679
H 0.9583 5.3104 4.0236
H 1.6666 4.4398 2.6689
H 0.3816 2.4134 3.2905
H -0.6983 3.5455 2.8936
H -0.8730 4.0172 5.1860
H 3.1470 3.8153 3.8012
C -0.2317 3.2261 -0.1670
C -1.7673 3.1650 -0.1186
O -2.2683 1.8658 -0.5091
O 0.5305 2.1148 0.3337
H -0.0787 3.9245 0.6558
H 0.0314 3.6098 -1.1528
H -2.0620 3.9176 -0.8498
H -2.1481 3.4632 0.8582
H -3.2233 1.9562 -0.5461
H 1.3859 2.3800 0.6793
C 4.5078 2.1150 -3.2187
C 3.1256 2.6965 -3.0824
O 2.0777 1.8039 -3.4585
O 4.7397 2.0194 -4.6265
H 4.5251 1.1257 -2.7615
H 5.2923 2.7102 -2.7514
H 2.9917 3.5605 -3.7332
H 2.9711 3.0150 -2.0514
H 2.0171 1.9302 -4.4082
H 4.1821 1.3828 -5.0798
*
```

Results of the Mulliken charge analysis, in e, for atoms 1 through 6: atom 1 (Be): 1.129, atom 2 (N): 0.802, atom 3 (O): -0.369, atom 4 (O): -0.610, atom 5 (O): -0.654, atom 6 (N): 0.807

Record 5
C6H10O as an isolated structure, computed with ωB97M-V/def2-TZVPD.

Output
Max |F| in eV/Å: 0.40
Energy relative to the best compared isomer or geometry (same formula, charge and spin) in eV: 1.784
E_HOMO in eV: -9.2
Calculated total energy in eV: -8429.4563
M in g/mol: 98.14

ORCA input file:
```
! RIJCOSX wB97M-V def2-TZVPD def2/J DEFGRID3
* xyz 0 1
C -1.5795 -1.0894 1.6047
C -0.5774 -1.0051 0.4567
C 0.2727 0.2645 0.4737
O 1.6852 0.0054 0.2411
C 1.7056 0.9815 -0.7919
C 0.8216 0.5694 -1.9182
C 0.2344 1.2420 -0.7002
H -2.2910 -0.2562 1.5833
H -1.0639 -1.0656 2.5714
H -2.1546 -2.0197 1.5559
H -1.0992 -1.0831 -0.5052
H 0.1128 -1.8537 0.5078
H 0.1694 0.7957 1.4303
H 2.5648 1.6411 -0.8600
H 0.8606 1.1914 -2.8086
H 0.6573 -0.4915 -2.0992
H -0.3187 2.1734 -0.7415
*
```

Results of the natural (NBO) charge analysis, in e, for atoms 1 through 6: atom 1 (C): -0.604, atom 2 (C): -0.437, atom 3 (C): 0.113, atom 4 (O): -0.519, atom 5 (C): 0.091, atom 6 (C): -0.451

Record 6
C5H12O as an isolated structure in a non-equilibrium geometry, computed with ωB97M-V/def2-TZVPD.

Output
Max |F| in eV/Å: 3.27
Energy relative to the best compared isomer or geometry (same formula, charge and spin) in eV: 2.484
E_HOMO in eV: -8.9
Calculated total energy in eV: -7424.8273
M in g/mol: 88.15

ORCA input file:
```
! RIJCOSX wB97M-V def2-TZVPD def2/J DEFGRID3
* xyz 0 1
C -2.5700 -0.2111 0.1455
C -1.4329 0.1966 -0.7282
C 0.0868 0.3561 0.4150
O 0.0496 -0.3161 1.6475
C 1.2942 -0.0755 -0.3887
C 2.7121 0.2643 0.0728
H -3.4293 -0.5482 -0.4558
H -2.1850 -1.0223 0.7529
H -2.8213 0.6280 0.7993
H -1.2870 -0.5871 -1.4638
H -1.8316 1.0763 -1.3114
H -0.3850 1.3253 0.3534
H 0.1554 -1.2717 1.4611
H 1.2613 -1.1813 -0.5058
H 1.1087 0.3720 -1.3612
H 3.4501 -0.1009 -0.6612
H 2.7915 1.3509 0.1532
H 2.9558 -0.1987 1.0357
*
```

Results of the natural (NBO) charge analysis, in e, for atoms 1 through 6: atom 1 (C): -0.623, atom 2 (C): -0.441, atom 3 (C): 0.119, atom 4 (O): -0.702, atom 5 (C): -0.442, atom 6 (C): -0.603

Record 7
A 3-piece molecular cluster, C22H43FN2O9S overall, computed with ωB97M-V/def2-TZVPD.

Output
Max |F| in eV/Å: 0.80
SMILES string: NCCCC[C@@]1(CCF)OC(=O)O[C@@H]1N=C=S.COCCOCCOC.COCCOCCOC
E_HOMO in eV: -9.2
Calculated total energy in eV: -58468.0860
M in g/mol: 530.66

ORCA input file:
```
! RIJCOSX wB97M-V def2-TZVPD def2/J DEFGRID3
* xyz 0 1
N 2.9579 -1.6609 1.8007
C 3.3413 -1.9435 0.4091
C 3.0260 -0.8507 -0.6187
C 1.6375 -0.9190 -1.2608
C 0.4944 -1.0857 -0.2513
C -0.9317 -0.7428 -0.7991
C -1.4914 0.4192 0.0077
C -2.8819 0.9518 -0.2746
F -3.0089 1.3214 -1.6003
O -0.8731 -0.4664 -2.2070
C -0.8493 -1.6572 -2.8564
O -0.5485 -1.8323 -3.9868
O -1.2052 -2.6595 -1.9864
C -1.7302 -2.0505 -0.8229
N -3.1720 -1.8520 -1.0211
C -3.9581 -2.7538 -0.9119
S -5.0227 -3.8897 -0.8302
H 2.0598 -2.0706 2.0240
H 2.8649 -0.6628 1.9518
H 2.8837 -2.8921 0.1094
H 4.4237 -2.1060 0.3972
H 3.7623 -0.9323 -1.4231
H 3.1588 0.1286 -0.1419
H 1.4710 -0.0156 -1.8501
H 1.6373 -1.7703 -1.9502
H 0.5033 -2.1112 0.1280
H 0.6966 -0.4369 0.6077
H -0.7717 1.2405 -0.0638
H -1.4939 0.0687 1.0477
H -3.6612 0.2264 -0.0484
H -3.0556 1.8443 0.3318
H -1.5914 -2.6719 0.0600
C 6.0848 -0.2139 4.1635
O 6.6081 -1.4955 4.4097
C 5.6790 -2.5239 4.0998
C 6.3887 -3.8310 3.8401
O 6.9804 -3.9205 2.5538
C 8.2022 -3.2333 2.3516
C 9.4079 -3.9226 2.9478
O 9.4826 -3.7010 4.3436
C 10.2658 -4.6664 5.0035
H 5.2056 -0.0082 4.7873
H 6.8624 0.5092 4.4034
H 5.7985 -0.0960 3.1109
H 5.0879 -2.2504 3.2191
H 4.9920 -2.6515 4.9488
H 5.6321 -4.6186 3.8547
H 7.1151 -4.0388 4.6296
H 8.1444 -2.2005 2.7040
H 8.3400 -3.2206 1.2682
H 10.3132 -3.5257 2.4664
H 9.3470 -4.9977 2.7363
H 9.8563 -5.6741 4.8646
H 10.2561 -4.4237 6.0642
H 11.3032 -4.6583 4.6476
C -9.0923 6.5849 -5.1332
O -8.1267 5.8668 -4.4035
C -7.6948 6.5557 -3.2458
C -7.0870 5.6044 -2.2411
O -8.0376 4.8588 -1.5003
C -8.6425 3.7526 -2.1497
C -7.7562 2.5318 -2.2415
O -6.8087 2.6678 -3.2804
C -5.6908 1.8218 -3.1018
H -8.6953 7.5388 -5.5012
H -9.3784 5.9717 -5.9854
H -9.9816 6.7879 -4.5246
H -8.5389 7.0787 -2.7783
H -6.9372 7.3020 -3.5250
H -6.5652 6.2112 -1.4978
H -6.3577 4.9526 -2.7278
H -9.0157 4.0250 -3.1397
H -9.4955 3.4913 -1.5200
H -8.3882 1.6518 -2.4317
H -7.2473 2.3882 -1.2790
H -5.1771 2.0443 -2.1635
H -5.0088 2.0008 -3.9297
H -5.9881 0.7660 -3.1089
*
```

Results of the Mulliken charge analysis, in e, for atoms 1 through 6: atom 1 (N): -0.438, atom 2 (C): -0.714, atom 3 (C): -0.857, atom 4 (C): -0.549, atom 5 (C): -1.358, atom 6 (C): 2.480